# 1
One molecule with the formula CH5N3OS in a non-equilibrium geometry, computed with ωB97M-V/def2-TZVPD.

The geometry in XYZ format:
```
11
CH5N3OS, DFT ωB97M-V/def2-TZVPD
C -0.119 0.231 -0.741
H -0.686 0.452 2.306
H 1.031 0.728 2.105
H -0.040 2.048 0.283
H 0.580 -1.533 0.398
H -0.424 -1.183 -2.266
N 0.160 0.292 1.689
N 0.139 1.010 0.455
N 0.250 -1.003 -0.579
O 0.240 -1.792 -1.725
S -1.130 0.750 -1.924
```

Summary:
F_max   4.865 eV Å⁻¹
Gap between HOMO and LUMO   9.28 eV
Electronic energy   -678.6737 Eh
Lowest unoccupied orbital energy   0.6 eV
Net charge   0
SMILES string   NNC(=S)NO

---

# 2
C41H40As3ClN4O2STi as an isolated structure in a non-equilibrium geometry, computed with ωB97M-V/def2-TZVPD.

The geometry in XYZ format:
```
93
C41H40As3ClN4O2STi, DFT ωB97M-V/def2-TZVPD
Ti 0.253 0.648 -0.386
N 4.253 1.951 0.742
C 4.233 1.165 1.855
C 2.975 0.643 1.941
N 2.228 1.088 0.890
C 3.024 1.892 0.180
C 2.481 2.621 -0.927
N 1.167 2.559 -1.165
C 0.933 3.376 -2.228
C 2.114 3.924 -2.644
N 3.084 3.442 -1.817
H 5.062 2.460 0.420
H 5.083 1.051 2.493
H 2.559 -0.005 2.693
H -0.054 3.541 -2.624
H 2.327 4.605 -3.440
H 4.071 3.625 -1.914
S 2.050 0.079 -2.010
C 2.215 -1.655 -2.181
C 2.798 -2.187 -3.329
C 3.005 -3.549 -3.424
C 2.638 -4.392 -2.382
C 2.040 -3.872 -1.250
C 1.836 -2.499 -1.138
As 0.946 -1.750 0.414
C 2.170 -2.379 1.822
C 3.497 -2.694 1.545
C 4.343 -3.104 2.563
C 3.872 -3.206 3.864
C 2.557 -2.871 4.154
C 1.717 -2.441 3.141
C -0.429 -3.156 0.461
C -0.498 -4.195 1.387
C -1.490 -5.158 1.270
C -2.414 -5.093 0.239
C -2.329 -4.080 -0.703
C -1.339 -3.118 -0.596
H 3.099 -1.531 -4.134
H 3.452 -3.961 -4.316
H 2.822 -5.451 -2.458
H 1.738 -4.511 -0.423
H 3.861 -2.618 0.525
H 5.370 -3.353 2.341
H 4.529 -3.537 4.654
H 2.191 -2.947 5.169
H 0.691 -2.149 3.368
H 0.227 -4.264 2.194
H -1.538 -5.968 1.983
H -3.189 -5.839 0.156
H -3.022 -4.048 -1.530
H -1.224 -2.357 -1.368
C -2.387 -1.431 2.366
As -2.126 -0.194 0.821
C -3.664 -0.703 -0.319
C -2.952 1.397 1.634
C -4.306 1.390 1.970
C -4.909 2.519 2.498
C -4.173 3.681 2.668
C -2.828 3.695 2.344
C -2.204 2.553 1.846
As -0.266 2.458 1.572
C 0.152 4.322 1.135
C 0.212 2.520 3.496
H -2.596 -2.444 2.020
H -3.206 -1.088 3.000
H -1.467 -1.457 2.961
H -4.265 -1.458 0.195
H -3.319 -1.117 -1.268
H -4.281 0.178 -0.520
H -4.891 0.486 1.828
H -5.953 2.500 2.771
H -4.640 4.571 3.063
H -2.256 4.604 2.487
H -0.416 4.618 0.252
H 1.219 4.432 0.925
H -0.101 4.980 1.968
H -0.358 3.320 3.977
H 1.280 2.710 3.615
H -0.043 1.573 3.977
Cl -2.646 3.654 -7.119
C -2.381 2.745 -5.693
C -1.497 1.666 -5.705
C -1.223 0.981 -4.540
C -1.811 1.400 -3.343
C -2.743 2.444 -3.348
C -3.038 3.105 -4.516
C -1.313 0.936 -2.055
O -1.366 1.703 -1.043
O -0.702 -0.163 -1.878
H -1.015 1.387 -6.627
H -0.526 0.154 -4.537
H -3.228 2.726 -2.425
H -3.750 3.915 -4.527
```

Summary:
F_max   2.281 eV Å⁻¹
Gap between HOMO and LUMO   6.30 eV
Electronic energy   -10370.6830 Eh
Lowest unoccupied orbital energy   -6.2 eV
Net charge   +2

---

# 3
C14H24MoNO4 as an isolated structure, computed with ωB97M-V/def2-TZVPD.

The geometry in XYZ format:
```
44
C14H24MoNO4, DFT ωB97M-V/def2-TZVPD
Mo 0.092 0.046 -0.015
C -0.571 -0.264 -2.862
C -0.121 -1.666 -2.515
O 0.477 -1.613 -1.163
C 0.451 -2.855 -0.365
C -0.800 -2.852 0.466
O -0.885 -1.490 1.006
C -2.136 -1.159 1.697
C -2.045 0.316 1.977
O -1.550 0.986 0.754
C -2.567 1.474 -0.208
C -1.925 1.480 -1.581
O -1.183 0.217 -1.621
H -1.319 -0.285 -3.655
H 0.242 0.411 -3.132
H 0.644 -2.010 -3.213
H -0.949 -2.374 -2.490
H 1.350 -2.808 0.251
H 0.515 -3.721 -1.024
H -0.743 -3.566 1.287
H -1.706 -3.026 -0.120
H -2.211 -1.740 2.617
H -2.957 -1.418 1.024
H -1.298 0.541 2.737
H -3.000 0.748 2.277
H -2.857 2.483 0.086
H -3.428 0.808 -0.153
H -1.228 2.302 -1.742
H -2.689 1.478 -2.359
C 3.210 -0.349 -1.048
C 2.797 0.423 0.169
C 3.513 0.784 1.254
C 2.763 1.726 2.052
C 1.572 1.970 1.476
C 0.520 2.972 1.828
N 1.522 1.123 0.296
H 4.153 0.058 -1.413
H 2.494 -0.257 -1.867
H 3.377 -1.405 -0.836
H 4.538 0.495 1.434
H 3.137 2.238 2.926
H 1.000 3.945 1.939
H 0.035 2.749 2.779
H -0.237 3.084 1.051
```

Summary:
F_max   0.941 eV Å⁻¹
Gap between HOMO and LUMO   6.55 eV
Electronic energy   -970.6061 Eh
Lowest unoccupied orbital energy   -11.8 eV
Net charge   +3

---

# 4
A 2-piece molecular cluster, C7H11N2O2 overall in a non-equilibrium geometry, computed with ωB97M-V/def2-TZVPD.

The geometry in XYZ format:
```
22
C7H11N2O2, DFT ωB97M-V/def2-TZVPD
C 1.050 1.592 -0.826
C 1.070 1.913 0.674
C 2.090 0.498 -1.239
O 3.010 0.113 -0.477
O 1.814 -0.012 -2.364
H 0.085 1.137 -1.075
H 1.147 2.422 -1.524
H 1.593 1.144 1.239
H 0.036 1.971 0.996
H 1.584 2.852 0.935
C -2.688 -0.940 -0.759
C -0.333 -1.688 -0.103
C -1.543 -1.161 0.179
C -0.367 -0.883 1.955
N 0.430 -1.553 1.040
N -1.560 -0.691 1.492
H 0.128 -2.046 -1.006
H 1.437 -1.612 1.045
H -3.590 -0.492 -0.338
H -2.971 -1.869 -1.250
H -0.060 -0.493 2.912
H -2.364 -0.201 -1.506
```

Summary:
F_max   1.658 eV Å⁻¹
Gap between HOMO and LUMO   7.82 eV
Electronic energy   -533.3925 Eh
Lowest unoccupied orbital energy   3.8 eV
Net charge   -1

---

# 5
A 2-piece molecular cluster, C4H12N2 overall in a non-equilibrium geometry, computed with ωB97M-V/def2-TZVPD.

The geometry in XYZ format:
```
18
C4H12N2, DFT ωB97M-V/def2-TZVPD
C -2.463 -2.602 1.691
C -1.912 -1.741 0.637
N -2.581 -0.698 -0.221
H -1.777 -2.977 2.477
H -2.752 -3.563 1.435
H -3.348 -2.257 2.280
H -1.157 -2.168 0.162
H -1.142 -1.148 1.277
H -3.242 -0.132 0.307
H -1.779 -0.080 -0.429
C 3.149 1.422 -2.078
C 2.852 1.827 -0.808
N 2.559 3.210 -0.461
H 2.427 1.680 -2.955
H 3.766 0.532 -2.203
H 2.974 1.007 -0.092
H 2.674 4.110 -1.146
H 1.750 3.579 0.125
```

Summary:
F_max   6.328 eV Å⁻¹
Gap between HOMO and LUMO (alpha / beta)   5.79 / 2.84 eV
Electronic energy   -268.6563 Eh
Lowest unoccupied orbital energy (alpha / beta)   -5.4 / -8.3 eV
Net charge   +1
Multiplicity   2

---

# 6
C23H25N5O6PdS as an isolated structure, computed with ωB97M-V/def2-TZVPD.

The geometry in XYZ format:
```
61
C23H25N5O6PdS, DFT ωB97M-V/def2-TZVPD
Pd -0.759 -0.337 -0.275
O 4.660 -0.679 -1.852
C 4.618 0.654 -1.891
C 5.822 1.368 -1.881
C 5.821 2.750 -1.931
C 4.618 3.447 -1.995
C 3.424 2.742 -2.006
C 3.392 1.352 -1.951
C 2.101 0.585 -1.976
O 2.163 -0.694 -1.920
N 1.019 1.321 -2.019
N -0.147 0.568 -2.133
C -1.204 1.221 -1.681
C -2.595 0.825 -1.939
C -3.612 1.514 -1.248
C -4.923 1.142 -1.423
C -5.220 0.102 -2.300
C -4.161 -0.496 -2.962
N -2.887 -0.155 -2.809
H 3.658 -0.946 -1.855
H 6.746 0.804 -1.829
H 6.764 3.287 -1.920
H 4.613 4.531 -2.036
H 2.471 3.253 -2.054
H -1.061 2.220 -1.262
H -3.335 2.295 -0.551
H -5.712 1.642 -0.873
H -6.234 -0.241 -2.461
H -4.350 -1.304 -3.664
C -1.266 2.831 3.764
C -0.517 1.568 3.433
C -0.753 0.402 4.153
C -0.144 -0.789 3.797
C 0.714 -0.805 2.712
C 0.975 0.349 1.982
C 0.360 1.533 2.355
S 1.399 -2.327 2.134
O 1.281 -3.308 3.185
O 2.691 -2.029 1.589
N 0.449 -2.827 0.915
C -0.734 -3.667 1.129
C -2.067 -3.004 0.801
C -2.431 -1.864 1.769
O -2.896 -2.187 2.873
O -2.179 -0.687 1.370
H -1.497 2.891 4.829
H -2.212 2.853 3.217
H -0.695 3.717 3.481
H -1.464 0.410 4.971
H -0.366 -1.706 4.324
H 1.633 0.307 1.121
H 0.543 2.428 1.771
H 0.394 -2.154 0.138
H -0.726 -3.990 2.170
H -0.620 -4.563 0.511
H -2.835 -3.776 0.890
H -2.063 -2.630 -0.228
N -0.194 -2.646 -2.861
H -1.081 -2.274 -2.521
H 0.270 -3.036 -2.044
H 0.340 -1.791 -3.029
```

Summary:
F_max   0.816 eV Å⁻¹
Gap between HOMO and LUMO   6.15 eV
Electronic energy   -2142.8087 Eh
Lowest unoccupied orbital energy   4.8 eV
Net charge   -2

---

# 7
An isolated ion of composition C8H12N3 and charge +1 in a non-equilibrium geometry, computed with ωB97M-V/def2-TZVPD.

The geometry in XYZ format:
```
23
C8H12N3, DFT ωB97M-V/def2-TZVPD
C -0.454 -2.167 -1.610
C -2.011 0.250 0.332
C 1.443 -0.496 -0.839
C 0.237 -1.079 -0.840
C 1.488 0.532 0.273
C 0.173 -2.797 -2.625
C 2.449 1.657 0.441
C -1.898 1.852 2.153
N 0.365 0.456 0.899
N -0.443 -0.508 0.330
N -2.389 1.028 1.117
H -1.510 -2.315 -1.368
H -2.700 -0.335 -0.371
H 1.402 -2.638 -2.749
H -0.406 -3.478 -3.163
H 2.665 1.873 1.535
H 2.192 2.609 -0.076
H 3.393 1.242 0.032
H -0.852 1.762 2.380
H -2.287 2.853 1.915
H -2.508 1.442 2.931
H -0.542 -1.186 1.026
H 2.195 -0.558 -1.721
```

Summary:
F_max   5.650 eV Å⁻¹
Gap between HOMO and LUMO   9.20 eV
Electronic energy   -475.8970 Eh
Lowest unoccupied orbital energy   -4.1 eV
Net charge   +1
SMILES string   C=CC1=CC(C)=N[N@H+]1/C=N\C

---

# 8
C15H17NO5 as an isolated structure in a non-equilibrium geometry, computed with ωB97M-V/def2-TZVPD.

The geometry in XYZ format:
```
38
C15H17NO5, DFT ωB97M-V/def2-TZVPD
C -4.203 -0.452 0.369
H -3.849 -1.515 0.189
H -4.873 -0.252 1.008
H -4.589 -0.146 -0.699
C -3.006 0.194 0.524
C -3.442 1.764 0.845
H -2.602 2.306 1.241
H -4.176 2.013 1.427
H -3.817 2.251 -0.251
C -1.878 0.134 -0.370
H -2.303 0.720 -1.331
C -1.577 -1.192 -0.586
O -1.855 -2.224 -1.451
N -0.567 -1.546 0.518
H -0.279 -0.908 0.962
C 0.250 -2.787 0.450
C 1.712 -2.399 0.016
C 2.071 -1.612 -1.058
C 3.561 -1.101 -0.947
C 3.710 -1.645 0.473
O 2.620 -2.314 0.789
H 4.512 -1.572 1.106
H 4.109 -0.556 -1.477
H 1.475 -1.289 -1.845
H -0.092 -3.214 -0.711
H 0.462 -3.298 1.248
O -0.754 0.743 0.044
C 0.121 1.478 -0.953
O -0.243 1.266 -1.989
C 1.404 1.693 -0.288
C 2.478 2.385 -1.035
C 3.426 2.377 -0.119
C 2.928 1.966 1.178
O 1.621 1.393 0.927
H 3.253 1.761 2.156
H 4.489 2.993 -0.076
H 2.558 2.545 -2.191
H -2.653 0.041 1.909
```

Summary:
F_max   17.709 eV Å⁻¹
Gap between HOMO and LUMO   7.79 eV
Electronic energy   -1012.2086 Eh
Lowest unoccupied orbital energy   -0.4 eV
Net charge   0

---

# 9
One molecule with the formula BrFHOP in a non-equilibrium geometry, computed with ωB97M-V/def2-TZVPD.

The geometry in XYZ format:
```
5
BrFHOP, DFT ωB97M-V/def2-TZVPD
O -0.244 -0.647 -0.516
F -0.256 1.451 -2.069
P 0.649 0.109 -2.274
Br 2.588 0.927 -1.552
H -0.891 -1.244 -0.683
```

Summary:
F_max   7.363 eV Å⁻¹
Gap between HOMO and LUMO   9.96 eV
Electronic energy   -3091.0810 Eh
Lowest unoccupied orbital energy   -0.6 eV
Net charge   0
SMILES string   OP(F)Br

---

# 10
A 8-piece molecular cluster, C10H35N15O10P overall in a non-equilibrium geometry, computed with ωB97M-V/def2-TZVPD.

The geometry in XYZ format:
```
71
C10H35N15O10P, DFT ωB97M-V/def2-TZVPD
O -2.238 -1.557 1.907
C -1.768 -1.039 0.987
N -1.177 -0.509 0.094
C 0.098 0.184 0.536
C 0.136 0.948 1.922
O 1.500 0.766 2.380
P 1.823 -0.907 1.977
O 1.178 -0.706 0.342
H 0.156 1.043 -0.199
H 0.067 2.054 1.826
H -0.537 0.632 2.753
H 2.355 -1.067 3.323
H 0.547 -1.277 2.568
H 1.973 -2.332 1.724
H 3.142 -0.679 1.427
C -0.352 -4.167 4.332
O -0.066 -5.222 3.776
N 0.224 -3.784 5.507
N -1.261 -3.297 3.830
H 0.008 -2.926 5.979
H 0.904 -4.404 5.908
H -1.704 -3.544 2.964
H -1.508 -2.431 4.270
C 1.162 1.459 -3.128
O 0.363 1.627 -2.222
N 2.145 0.531 -3.031
N 1.134 2.177 -4.294
H 2.826 0.341 -3.740
H 2.178 0.005 -2.175
H 0.412 2.874 -4.392
H 1.787 2.044 -5.042
C 3.911 -2.364 -1.962
O 3.829 -1.657 -2.963
N 2.910 -2.480 -1.058
N 5.031 -3.093 -1.675
H 2.965 -3.049 -0.233
H 2.067 -1.956 -1.225
H 5.796 -3.031 -2.321
H 5.123 -3.675 -0.864
C 0.420 5.639 -5.954
O -0.313 4.858 -5.370
N 0.014 6.877 -6.339
N 1.712 5.340 -6.269
H 0.601 7.535 -6.818
H -0.933 7.137 -6.124
H 2.052 4.434 -5.999
H 2.330 5.969 -6.747
C -1.190 -9.037 4.183
O -0.057 -9.238 3.784
N -1.659 -7.799 4.494
N -2.096 -10.053 4.353
H -2.589 -7.627 4.823
H -1.028 -7.016 4.384
H -1.788 -10.982 4.133
H -3.033 -9.914 4.679
C -6.037 -0.752 2.599
O -6.090 -1.942 2.856
N -7.147 0.049 2.611
N -4.878 -0.116 2.280
H -7.129 1.029 2.403
H -8.022 -0.385 2.842
H -4.033 -0.669 2.258
H -4.822 0.862 2.067
C 0.884 9.024 -3.538
O 0.441 9.595 -4.524
N 1.418 9.700 -2.480
N 0.882 7.671 -3.411
H 1.787 9.253 -1.661
H 1.436 10.702 -2.538
H 0.493 7.140 -4.173
H 1.240 7.184 -2.611
```

Summary:
F_max   3.192 eV Å⁻¹
Gap between HOMO and LUMO   6.38 eV
Electronic energy   -2317.3989 Eh
Lowest unoccupied orbital energy   1.9 eV
Net charge   -1

---

# 11
A 6-piece molecular cluster, C28H30ClIN2O19 overall in a non-equilibrium geometry, computed with ωB97M-V/def2-TZVPD.

The geometry in XYZ format:
```
81
C28H30ClIN2O19, DFT ωB97M-V/def2-TZVPD
C -1.776 -0.473 -4.221
C -2.518 -1.867 -4.108
N -3.756 -2.012 -4.342
C -1.585 -3.059 -3.636
C -0.640 -2.433 -2.543
C 0.767 -2.141 -2.758
O 1.364 -2.449 -3.965
C 1.505 -1.512 -1.652
I 3.570 -1.046 -1.960
C 0.876 -1.175 -0.365
C 1.726 -0.477 0.739
C 1.635 1.086 0.525
O 2.360 1.676 -0.205
Cl 0.353 2.057 1.394
C -0.549 -1.496 -0.140
C -1.262 -2.114 -1.265
C -2.727 -2.323 -0.796
O -3.697 -2.694 -1.379
N -2.718 -1.949 0.601
C -1.526 -1.315 1.089
O -1.394 -0.827 2.177
H -1.626 -0.001 -3.222
H -0.747 -0.715 -4.602
H -2.286 0.220 -4.907
H -4.162 -1.103 -4.603
H -1.001 -3.467 -4.502
H -2.206 -3.883 -3.208
H 1.673 -3.372 -3.972
H 1.269 -0.665 1.745
H 2.778 -0.841 0.761
H -3.055 -2.667 1.248
C 1.134 -1.875 4.292
C 1.187 -2.677 5.560
O 1.166 -4.025 5.080
C 1.628 -4.005 3.799
O 1.889 -4.974 3.159
O 1.745 -2.727 3.348
H 1.670 -0.930 4.378
H 0.112 -1.675 3.960
H 2.112 -2.512 6.119
H 0.343 -2.485 6.213
C 3.416 5.403 0.192
C 4.205 4.162 0.499
O 5.543 4.555 0.203
C 5.601 5.910 0.308
O 6.607 6.544 0.287
O 4.356 6.446 0.441
H 2.539 5.510 0.829
H 3.102 5.452 -0.854
H 4.144 3.878 1.553
H 3.904 3.316 -0.113
C 3.113 0.842 -5.156
C 2.952 1.430 -6.531
O 1.553 1.305 -6.767
C 0.941 1.242 -5.553
O -0.235 1.300 -5.389
O 1.850 1.103 -4.551
H 3.919 1.310 -4.592
H 3.278 -0.239 -5.178
H 3.224 2.488 -6.570
H 3.523 0.890 -7.286
C -2.394 -2.442 8.952
C -3.561 -2.135 8.054
O -3.050 -1.103 7.214
C -1.698 -1.222 7.201
O -0.976 -0.622 6.468
O -1.273 -2.117 8.133
H -2.363 -3.488 9.255
H -2.375 -1.813 9.844
H -3.848 -2.987 7.433
H -4.434 -1.791 8.606
C -2.718 2.938 -1.536
C -4.135 3.421 -1.667
O -4.529 2.906 -2.936
C -3.739 1.832 -3.202
O -3.918 1.075 -4.104
O -2.722 1.738 -2.304
H -2.437 2.738 -0.503
H -1.996 3.634 -1.972
H -4.792 3.007 -0.898
H -4.211 4.508 -1.648
```

Summary:
F_max   2.896 eV Å⁻¹
Gap between HOMO and LUMO   8.01 eV
Electronic energy   -3381.9356 Eh
Lowest unoccupied orbital energy   -0.8 eV
Net charge   0
SMILES string   [H]/N=C(\C)Cc1c(O)c(I)c(CC(=O)Cl)c2c1C(=O)NC2=O.O=C1OCCO1.O=C1OCCO1.O=C1OCCO1.O=C1OCCO1.O=C1OCCO1

---

# 12
One molecule with the formula C5H8O in a non-equilibrium geometry, computed with ωB97M-V/def2-TZVPD.

The geometry in XYZ format:
```
14
C5H8O, DFT ωB97M-V/def2-TZVPD
C -1.403 -0.999 -0.514
C -0.672 0.324 -0.632
C -0.159 1.014 0.623
C 0.814 0.428 -0.334
C 1.823 -0.279 0.565
O 2.402 -1.320 0.398
H -1.055 -1.583 0.344
H -2.489 -0.878 -0.424
H -1.208 -1.600 -1.408
H -1.019 0.927 -1.479
H -0.301 0.361 1.483
H 0.034 2.040 0.886
H 1.285 1.182 -0.962
H 1.949 0.383 1.453
```

Summary:
F_max   1.372 eV Å⁻¹
Gap between HOMO and LUMO   10.80 eV
Electronic energy   -270.4776 Eh
Lowest unoccupied orbital energy   1.0 eV
Net charge   0
SMILES string   C[C@H]1C[C@H]1C=O

---

Number 1: M 107.1 u. Number 2: M 961.0 u. Number 3: M 366.3 u. Number 4: M 155.2 u. Number 5: M 88.2 u. Number 6: M 606.0 u. Number 7: M 150.2 u. Number 8: M 291.3 u. Number 9: M 146.9 u. Number 10: M 556.5 u. Number 11: M 860.9 u. Number 12: M 84.1 u.